No. 1
This record from the OMol25 dataset describes 2 unconnected molecules or ions with the total composition C3H4NO3S in a non-equilibrium geometry. The level of theory is ωB97M-V with the def2-TZVPD basis set.

CARTESIAN COORDINATES (ANGSTROEM)
1 H -0.80857 1.90498 -1.47060
2 H -0.48930 -0.57875 -2.68200
3 C 0.69813 -0.75633 1.86024
4 H 1.56121 0.20310 -0.77691
5 O 0.25195 -1.85777 1.98733
6 C -0.30557 -0.24420 -1.62394
7 O 1.65632 -0.08483 1.82098
8 S -0.79779 0.63229 2.01223
9 C -0.34539 1.06438 -0.99393
10 N 0.93812 0.59985 -1.45010
11 H -0.23238 -0.93893 -0.85991
12 O -2.12672 0.05620 2.17661

- Charge: -1
- Relative energy (zero: lowest compared OMol25 entry of this formula, charge and spin): 100.3 kcal/mol
- Frontier orbital gap (alpha / beta): 7.28 / 7.19 eV
- Energy: -21640.997 eV

These are the natural (NBO) partial charges, in e, on atoms 1 to 4: 0.16, 0.18, 0.74, 0.38

No. 2
This record from the OMol25 dataset describes a molecular structure, C3H8NO3S in a non-equilibrium geometry. The level of theory is ωB97M-V with the def2-TZVPD basis set.

CARTESIAN COORDINATES (ANGSTROEM)
1 H -0.40234 -1.54286 0.32071
2 H -1.21929 -1.29454 -2.74937
3 O 0.49503 2.53943 -1.15896
4 H -0.55430 0.30173 2.31395
5 H 0.40706 1.18608 0.86443
6 C -0.10118 0.54043 0.12110
7 C 0.41906 1.26038 -1.21488
8 C 0.43150 -0.88890 0.12024
9 O 0.25322 0.27592 2.93145
10 H -0.43693 -1.32484 -2.60544
11 O 0.87153 0.60374 -2.28599
12 H 0.78806 -0.46636 2.53119
13 H 0.76956 -0.96201 -0.98072
14 H -2.18785 0.75093 0.01760
15 N -1.44794 0.41334 0.66202
16 S 1.91481 -1.39245 1.11266

- Charge: -1
- Relative energy (zero: lowest compared OMol25 entry of this formula, charge and spin): 167.9 kcal/mol
- Frontier orbital gap: 4.69 eV
- Energy: -21703.928 eV

These are the natural (NBO) partial charges, in e, on atoms 1 to 4: 0.22, -0.04, -0.73, 0.48